No. 1
Below is a structure of composition C27H54Br2F3N6O9PS2 at a distorted geometry, with properties calculated with ωB97M-V with the def2-TZVPD basis set.

Summary:
total charge: 0
orbital gap: 8.2 eV
largest force on an atom: 10.46 eV/Å
electronic energy: -235422.0487 eV

Positions of all 104 atoms, in Å:
Br: -4.473 -3.413 2.016
Br: -4.072 -2.775 -0.708
S: -1.141 -3.486 -0.689
S: 1.791 0.964 -1.713
P: 2.484 -2.563 3.880
F: -5.117 1.188 -0.308
F: -5.853 3.284 -1.438
F: -3.938 3.255 0.005
O: 3.218 -6.697 1.014
O: 1.231 2.208 -2.510
O: -4.942 7.373 -5.213
O: -0.447 -1.161 0.785
O: 3.335 1.271 -1.575
O: 2.762 -1.578 5.110
O: 0.856 0.484 2.893
O: -2.303 5.990 -2.195
O: -3.233 0.658 -2.258
N: 3.818 -6.841 3.245
N: 2.970 -0.398 2.259
N: -5.173 7.174 -2.918
N: 3.869 -3.097 -3.224
N: 1.094 -1.884 2.995
N: -0.110 6.441 -1.605
C: 2.154 -3.261 0.315
C: 4.173 -4.486 -0.974
C: 2.951 -6.961 2.180
C: 2.542 -4.397 -0.815
C: 0.928 -0.776 0.576
C: 3.426 -7.174 4.599
C: 1.494 -0.651 2.157
C: 5.165 -6.367 3.004
C: -4.571 8.465 -2.658
C: -3.650 2.097 -2.250
C: 0.900 7.439 -1.319
C: -5.623 6.374 -1.799
C: -2.832 -1.530 0.323
C: -1.828 0.678 -1.727
C: -0.749 -1.155 5.155
C: -3.294 -0.880 2.919
C: 1.133 0.784 0.000
C: -4.704 2.432 -0.997
C: -1.403 6.782 -1.942
C: -1.263 -1.620 -0.273
C: -5.300 6.747 -4.223
C: 4.725 -4.097 -2.476
C: 0.252 5.041 -1.536
C: 1.861 -1.758 -0.337
C: -2.911 -2.105 1.893
C: -1.290 -0.868 -1.708
C: 0.083 -1.541 4.060
H: -3.230 -0.434 0.388
H: -0.381 4.546 -0.792
H: 3.534 -6.286 5.227
H: 1.874 1.413 0.696
H: -4.444 -0.629 2.717
H: -2.060 -1.476 -2.392
H: 0.492 8.450 -1.408
H: 1.481 -1.960 -1.423
H: 1.303 4.927 -1.259
H: 4.519 -5.592 -0.696
H: 3.239 0.605 2.187
H: 5.733 -6.325 3.938
H: 3.014 -3.587 -3.617
H: 1.703 -0.126 -2.577
H: -1.972 -2.732 2.198
H: 0.073 1.298 0.198
H: 3.569 -1.034 1.703
H: -2.619 0.071 2.829
H: 1.255 -3.613 0.978
H: -0.264 -0.979 -2.270
H: -4.539 8.667 -1.584
H: -4.175 2.428 -3.244
H: -2.740 2.830 -2.084
H: 0.075 4.579 -2.512
H: -1.450 -0.555 5.892
H: 4.080 -7.968 4.971
H: 4.769 -3.787 -0.217
H: 3.661 -2.806 3.088
H: 1.267 7.289 -0.300
H: -5.770 5.754 -4.309
H: 1.955 -7.329 2.473
H: 5.117 -5.370 2.557
H: -5.159 9.240 -3.160
H: -1.928 1.175 -0.653
H: 1.955 -4.260 -1.820
H: 5.661 -7.044 2.302
H: -0.431 -3.631 -1.901
H: -1.219 1.321 -2.491
H: -3.556 8.473 -3.065
H: -4.769 6.165 -1.147
H: 3.086 -3.150 1.014
H: -1.571 7.871 -1.966
H: 4.916 -5.105 -3.039
H: 2.389 -7.517 4.636
H: -6.055 5.428 -2.138
H: 3.555 -2.334 -2.559
H: 2.097 -3.850 4.449
H: 2.188 -5.447 -0.373
H: -6.379 6.935 -1.243
H: 1.725 7.321 -2.027
H: -3.286 -1.353 4.015
H: -0.024 0.737 2.500
H: 5.792 -3.584 -2.319
H: 2.953 -1.273 -0.372

No. 2
Below is a cluster of 7 separate species, C27H54Cl2N6O10 in total at a distorted geometry, with properties calculated with ωB97M-V with the def2-TZVPD basis set.

Summary:
total charge: 0
orbital gap: 9.5 eV
largest force on an atom: 1.21 eV/Å
electronic energy: -83334.7868 eV

Positions of all 99 atoms, in Å:
Cl: 2.769 -2.182 -3.507
Cl: 1.371 1.294 -1.494
O: -7.339 -2.220 2.850
O: 0.855 5.536 1.206
O: -10.775 -3.123 5.514
O: 4.642 2.077 -3.723
O: 5.924 3.033 -2.075
O: 4.101 1.722 -1.644
O: 9.775 -2.010 -3.897
O: -4.269 1.983 2.213
O: -1.262 -2.081 -0.053
O: 5.852 0.205 -3.709
N: -7.772 -0.193 3.783
N: 2.208 5.506 -0.615
N: -3.500 -1.774 -0.260
N: -9.584 -5.033 5.805
N: -2.479 3.362 2.427
N: 11.206 -0.683 -5.053
C: 1.796 -0.968 -2.749
C: 2.219 6.958 -0.684
C: 11.607 0.653 -5.447
C: -9.094 -6.058 6.702
C: 3.881 0.428 -2.279
C: -4.600 -0.893 -0.606
C: -2.222 -1.380 -0.330
C: 2.393 0.127 -2.255
C: -3.161 2.233 2.662
C: -6.457 0.323 3.421
C: 10.150 -0.906 -4.253
C: -8.703 0.658 4.492
C: -10.354 -4.015 6.229
C: 0.333 -1.270 -2.704
C: 4.540 0.666 -3.675
C: -1.153 3.598 2.970
C: 2.949 4.741 -1.605
C: -3.081 4.383 1.586
C: 7.002 -1.475 -2.347
C: -3.788 -3.129 0.182
C: 6.522 -2.683 -1.537
C: 1.505 4.922 0.371
C: 5.002 2.372 -2.430
C: 6.080 -1.201 -3.540
C: -9.234 -5.089 4.394
C: -8.084 -1.455 3.445
C: 11.965 -1.827 -5.534
H: 10.934 1.382 -5.001
H: -2.390 5.218 1.497
H: 4.009 4.997 -1.555
H: -6.355 1.349 3.756
H: 7.994 -1.708 -2.733
H: 6.697 -3.607 -2.089
H: -10.136 -5.159 3.786
H: 12.624 0.863 -5.110
H: -4.213 0.076 -0.910
H: -8.697 -4.190 4.093
H: 5.449 -2.630 -1.331
H: -4.864 -3.279 0.185
H: 6.545 -1.570 -4.456
H: -9.453 -7.042 6.393
H: 1.206 7.341 -0.805
H: -3.296 3.981 0.596
H: 11.323 -2.494 -6.109
H: -3.318 -3.852 -0.484
H: 2.826 3.681 -1.406
H: 2.828 7.267 -1.530
H: -0.846 2.745 3.571
H: -1.154 4.492 3.594
H: 7.040 -2.736 -0.580
H: -8.280 0.974 5.449
H: -9.447 -5.860 7.712
H: 5.146 -1.741 -3.407
H: -10.569 -4.055 7.311
H: 12.371 -2.392 -4.695
H: -0.027 -1.267 -1.678
H: -2.611 1.520 3.300
H: 4.440 -0.281 -1.668
H: -8.603 -5.954 4.204
H: -9.099 -1.751 3.761
H: 2.631 7.379 0.233
H: 11.568 0.760 -6.532
H: -8.002 -6.071 6.709
H: -5.259 -0.752 0.249
H: -8.932 1.549 3.903
H: 0.129 -2.238 -3.152
H: 3.940 0.310 -4.511
H: -3.396 -3.291 1.186
H: 7.026 -0.592 -1.709
H: -2.110 -0.335 -0.669
H: -6.324 0.289 2.343
H: -4.020 4.727 2.020
H: -5.179 -1.317 -1.430
H: -5.680 -0.290 3.878
H: 9.635 0.019 -3.939
H: -0.198 -0.481 -3.241
H: 2.578 4.957 -2.609
H: 1.565 3.821 0.354
H: -0.436 3.748 2.165
H: -9.625 0.113 4.681
H: 12.779 -1.475 -6.163

No. 3
Below is a structure of composition C27H54LaOP2Si at a distorted geometry, with properties calculated with ωB97M-V with the def2-TZVPD basis set.

Summary:
total charge: +1
orbital gap: 5.3 eV
largest force on an atom: 10.84 eV/Å
relative energy (zero: lowest compared OMol25 entry of this formula, charge and spin): 81.9 kcal per mole
electronic energy: -58232.0477 eV

Positions of all 86 atoms, in Å:
La: 0.511 0.717 0.425
P: -2.129 3.241 0.092
P: 0.219 -2.764 -2.810
Si: -2.747 -1.426 0.651
O: -1.410 -0.524 0.358
C: 1.169 3.030 -0.513
C: 4.234 0.268 1.823
C: 2.322 2.413 -0.053
C: 3.040 -2.515 0.847
C: -2.723 -3.152 -0.130
C: 1.271 -2.738 -4.301
C: 1.966 1.732 3.558
C: 0.943 3.204 -2.009
C: -4.419 -0.684 0.174
C: -2.512 4.221 -1.410
C: 0.004 -4.529 -2.450
C: -1.397 -2.252 -3.541
C: 3.374 1.910 -1.032
C: -0.310 -0.336 4.075
C: -3.787 2.632 0.532
C: 2.855 -0.227 2.076
C: 1.883 0.371 2.947
C: 1.631 0.086 -1.598
C: 2.362 -1.520 1.709
C: -2.952 -1.872 2.484
C: 0.434 0.661 -2.031
C: 2.973 0.721 -1.940
C: 0.849 -0.583 3.178
C: -1.908 4.536 1.373
C: 1.162 -1.757 2.439
C: 0.418 1.968 -2.790
C: 0.456 -3.067 2.461
H: 2.341 -2.999 0.142
H: -4.048 1.791 -0.123
H: 4.279 1.641 -0.465
H: -1.883 -3.119 -4.020
H: -0.905 -1.241 4.212
H: -3.901 -2.425 2.605
H: -0.620 2.174 -3.108
H: -0.813 -4.676 -1.731
H: -0.099 -3.193 3.403
H: 2.711 2.655 0.947
H: 0.986 1.898 -3.740
H: -2.282 5.505 1.021
H: 1.683 -0.985 -1.294
H: 4.314 1.342 2.032
H: -2.056 -1.839 -2.755
H: -2.524 -3.165 -1.208
H: 1.173 -3.899 2.363
H: -0.479 0.064 -2.156
H: 3.681 2.738 -1.688
H: 0.261 4.056 -2.179
H: 4.955 -0.250 2.479
H: 1.876 3.537 -2.493
H: 0.867 -3.426 -5.055
H: 2.899 1.851 4.140
H: -4.747 0.087 0.883
H: -4.533 3.432 0.425
H: -2.140 -2.531 2.822
H: -3.768 2.279 1.573
H: 4.553 0.095 0.788
H: 3.480 -3.328 1.455
H: -0.833 4.610 1.595
H: 0.938 -4.884 -1.994
H: 1.944 2.544 2.804
H: -2.441 4.230 2.284
H: -3.714 -3.601 0.040
H: 2.288 -3.038 -4.020
H: 0.044 0.012 5.057
H: -2.617 3.522 -2.257
H: -0.261 -3.152 1.626
H: -3.450 4.782 -1.280
H: -4.447 -0.274 -0.843
H: -1.209 -1.465 -4.300
H: -2.987 -0.985 3.132
H: -0.190 -5.088 -3.370
H: 1.299 -1.715 -4.704
H: 3.003 1.045 -2.994
H: -1.985 -3.796 0.375
H: -5.141 -1.518 0.227
H: -1.687 4.917 -1.625
H: 0.669 3.803 0.110
H: -0.977 0.451 3.682
H: 1.112 1.902 4.231
H: 3.847 -2.074 0.244
H: 3.749 -0.064 -1.886

No. 4
Below is a cluster of 6 separate species, C27H54O12S5 in total, with properties calculated with ωB97M-V with the def2-TZVPD basis set.

Summary:
total charge: 0
orbital gap: 10.5 eV
largest force on an atom: 0.58 eV/Å
electronic energy: -107619.6317 eV

Positions of all 98 atoms, in Å:
S: -3.583 4.282 4.845
S: -6.134 -4.331 -5.481
S: -0.581 -0.230 -3.343
S: 7.844 1.532 2.005
S: 0.445 -4.899 -4.659
O: -1.960 -0.656 -3.410
O: 7.344 1.247 3.327
O: -2.349 3.548 4.736
O: -4.714 -4.516 -5.302
O: 3.430 3.322 2.406
O: -7.040 -5.410 -5.184
O: 1.519 -4.436 -5.503
O: 0.469 -4.579 -3.250
O: -0.003 0.482 -4.458
O: 8.268 2.865 1.659
O: 2.698 1.539 1.234
O: -3.880 5.342 3.916
C: -1.143 -4.400 -5.334
C: -1.840 -5.687 -5.782
C: 9.153 0.371 1.574
C: 4.125 2.533 3.408
C: -3.778 4.906 6.513
C: 6.668 0.966 0.775
C: 8.581 -0.518 0.463
C: -6.469 -3.726 -7.133
C: -5.555 3.242 6.315
C: -0.295 0.719 -1.837
C: -1.315 -6.821 -4.892
C: 0.574 4.363 5.601
C: 3.017 2.696 1.311
C: 1.450 -1.029 -1.900
C: -5.245 4.651 6.839
C: 2.110 1.393 4.448
C: -7.059 -1.839 -5.699
C: -4.981 3.145 4.897
C: 7.533 0.309 -0.294
C: 0.203 -6.663 -4.854
C: 0.469 -1.610 -2.911
C: -6.668 -2.847 -4.613
C: 1.911 4.465 4.869
C: 2.993 3.546 5.466
C: 3.333 2.277 4.674
C: 0.619 -0.145 -0.960
C: -7.520 -2.641 -6.925
H: -6.796 -4.562 -7.745
H: 0.935 -1.991 -3.817
H: 6.934 -0.308 -0.963
H: 0.692 -7.172 -4.026
H: -7.617 -2.012 -7.808
H: 0.013 -0.778 -0.309
H: 10.000 0.963 1.233
H: -5.537 -3.315 -7.523
H: -5.077 2.501 6.958
H: 0.666 -6.949 -5.798
H: 0.657 4.735 6.624
H: 2.385 0.490 3.904
H: 2.629 3.210 6.442
H: -1.594 -5.898 -6.825
H: -7.836 -1.166 -5.341
H: 5.031 3.089 3.644
H: 6.096 1.823 0.426
H: 9.421 -0.181 2.471
H: -7.513 -3.135 -3.991
H: -5.689 3.481 4.142
H: -0.175 4.964 5.086
H: 1.752 4.267 3.811
H: 6.010 0.245 1.260
H: 1.252 0.472 -0.325
H: 1.968 -1.820 -1.361
H: 2.199 -0.424 -2.416
H: 0.199 3.341 5.602
H: -1.604 -7.801 -5.270
H: -0.164 -2.373 -2.465
H: -6.624 3.037 6.316
H: 2.256 5.499 4.938
H: 3.913 4.097 5.671
H: -8.491 -3.100 -6.729
H: -5.434 4.737 7.908
H: -2.915 -5.554 -5.700
H: 9.372 -0.869 -0.198
H: -3.489 5.954 6.523
H: -1.259 0.929 -1.380
H: 1.331 1.908 3.885
H: -6.193 -1.230 -5.965
H: -5.871 5.386 6.327
H: 4.028 1.702 5.298
H: 8.025 1.076 -0.895
H: 8.105 -1.397 0.901
H: 4.422 1.595 2.941
H: 2.999 3.384 0.454
H: -0.955 -3.701 -6.146
H: -1.688 -3.897 -4.537
H: -1.720 -6.718 -3.883
H: 0.180 1.651 -2.137
H: -4.616 2.153 4.646
H: -5.846 -2.509 -3.987
H: 1.700 1.086 5.412
H: -3.113 4.327 7.154

Please write out number 4 again, unchanged.
Below is a cluster of 6 separate species, C27H54O12S5 in total, with properties calculated with ωB97M-V with the def2-TZVPD basis set.

Summary:
total charge: 0
orbital gap: 10.5 eV
largest force on an atom: 0.58 eV/Å
electronic energy: -107619.6317 eV

Positions of all 98 atoms, in Å:
S: -3.583 4.282 4.845
S: -6.134 -4.331 -5.481
S: -0.581 -0.230 -3.343
S: 7.844 1.532 2.005
S: 0.445 -4.899 -4.659
O: -1.960 -0.656 -3.410
O: 7.344 1.247 3.327
O: -2.349 3.548 4.736
O: -4.714 -4.516 -5.302
O: 3.430 3.322 2.406
O: -7.040 -5.410 -5.184
O: 1.519 -4.436 -5.503
O: 0.469 -4.579 -3.250
O: -0.003 0.482 -4.458
O: 8.268 2.865 1.659
O: 2.698 1.539 1.234
O: -3.880 5.342 3.916
C: -1.143 -4.400 -5.334
C: -1.840 -5.687 -5.782
C: 9.153 0.371 1.574
C: 4.125 2.533 3.408
C: -3.778 4.906 6.513
C: 6.668 0.966 0.775
C: 8.581 -0.518 0.463
C: -6.469 -3.726 -7.133
C: -5.555 3.242 6.315
C: -0.295 0.719 -1.837
C: -1.315 -6.821 -4.892
C: 0.574 4.363 5.601
C: 3.017 2.696 1.311
C: 1.450 -1.029 -1.900
C: -5.245 4.651 6.839
C: 2.110 1.393 4.448
C: -7.059 -1.839 -5.699
C: -4.981 3.145 4.897
C: 7.533 0.309 -0.294
C: 0.203 -6.663 -4.854
C: 0.469 -1.610 -2.911
C: -6.668 -2.847 -4.613
C: 1.911 4.465 4.869
C: 2.993 3.546 5.466
C: 3.333 2.277 4.674
C: 0.619 -0.145 -0.960
C: -7.520 -2.641 -6.925
H: -6.796 -4.562 -7.745
H: 0.935 -1.991 -3.817
H: 6.934 -0.308 -0.963
H: 0.692 -7.172 -4.026
H: -7.617 -2.012 -7.808
H: 0.013 -0.778 -0.309
H: 10.000 0.963 1.233
H: -5.537 -3.315 -7.523
H: -5.077 2.501 6.958
H: 0.666 -6.949 -5.798
H: 0.657 4.735 6.624
H: 2.385 0.490 3.904
H: 2.629 3.210 6.442
H: -1.594 -5.898 -6.825
H: -7.836 -1.166 -5.341
H: 5.031 3.089 3.644
H: 6.096 1.823 0.426
H: 9.421 -0.181 2.471
H: -7.513 -3.135 -3.991
H: -5.689 3.481 4.142
H: -0.175 4.964 5.086
H: 1.752 4.267 3.811
H: 6.010 0.245 1.260
H: 1.252 0.472 -0.325
H: 1.968 -1.820 -1.361
H: 2.199 -0.424 -2.416
H: 0.199 3.341 5.602
H: -1.604 -7.801 -5.270
H: -0.164 -2.373 -2.465
H: -6.624 3.037 6.316
H: 2.256 5.499 4.938
H: 3.913 4.097 5.671
H: -8.491 -3.100 -6.729
H: -5.434 4.737 7.908
H: -2.915 -5.554 -5.700
H: 9.372 -0.869 -0.198
H: -3.489 5.954 6.523
H: -1.259 0.929 -1.380
H: 1.331 1.908 3.885
H: -6.193 -1.230 -5.965
H: -5.871 5.386 6.327
H: 4.028 1.702 5.298
H: 8.025 1.076 -0.895
H: 8.105 -1.397 0.901
H: 4.422 1.595 2.941
H: 2.999 3.384 0.454
H: -0.955 -3.701 -6.146
H: -1.688 -3.897 -4.537
H: -1.720 -6.718 -3.883
H: 0.180 1.651 -2.137
H: -4.616 2.153 4.646
H: -5.846 -2.509 -3.987
H: 1.700 1.086 5.412
H: -3.113 4.327 7.154

Q: Among the records above, which one has the lowest electronic energy?
A: C27H54Br2F3N6O9PS2

Q: Among the records above, which one has the highest total charge?
A: C27H54LaOP2Si

Q: orbital gap of number 1 (C27H54Br2F3N6O9PS2)?
A: 8.2 eV